Molecular formula: C33H38BaI2N6Te
Method: DFT, ωB97M-V/def2-TZVPD

Geometry as XYZ:
```
81
Properties=species:S:1:pos:R:3:forces:R:3
Ba 0.716 0.119 -0.141 -0.061 -0.038 0.160
C 0.050 3.883 -0.771 -0.025 -0.004 -0.027
N 0.614 2.692 -1.405 0.037 0.015 0.037
C 0.062 2.497 -2.731 0.017 0.016 -0.012
C 2.051 2.634 -1.303 0.040 -0.016 -0.037
C 2.875 2.719 -2.421 -0.046 0.004 0.002
C 4.251 2.605 -2.308 0.022 0.009 -0.036
C 4.804 2.397 -1.052 0.002 -0.008 0.029
C 4.006 2.313 0.072 -0.018 0.019 0.001
C 2.601 2.439 0.002 0.046 -0.002 -0.071
N 1.717 2.230 1.022 -0.032 0.014 0.072
C 2.096 2.229 2.347 0.018 0.039 -0.025
C 3.043 3.099 2.909 0.017 0.000 -0.009
C 3.352 3.063 4.259 0.018 0.016 -0.013
C 2.717 2.166 5.103 -0.033 -0.034 -0.010
C 1.744 1.325 4.578 -0.032 0.027 0.018
C 1.425 1.354 3.230 -0.021 -0.073 0.012
N 0.388 0.509 2.672 -0.006 0.045 -0.036
C 0.172 -0.744 3.383 0.024 -0.011 -0.017
C -0.866 1.252 2.523 0.029 -0.017 0.009
H 0.200 4.775 -1.395 0.004 -0.010 -0.005
H 0.523 4.029 0.196 -0.008 -0.001 0.007
H -1.018 3.731 -0.603 0.009 0.014 0.012
H 0.257 3.337 -3.412 -0.005 -0.007 -0.011
H -1.020 2.372 -2.643 0.000 0.000 -0.002
H 0.481 1.596 -3.191 -0.006 0.005 -0.005
H 2.439 2.883 -3.398 0.003 -0.008 0.002
H 4.877 2.665 -3.188 -0.004 0.001 -0.001
H 5.875 2.273 -0.946 0.000 0.002 0.001
H 4.460 2.103 1.030 -0.009 0.000 0.002
H 3.541 3.810 2.263 -0.003 0.000 0.002
H 4.100 3.741 4.652 -0.001 0.003 -0.004
H 2.966 2.121 6.155 -0.002 0.000 0.002
H 1.233 0.635 5.236 0.007 -0.005 0.001
H -0.304 -0.613 4.364 0.003 0.019 -0.003
H 1.125 -1.258 3.501 -0.012 -0.018 0.008
H -0.489 -1.382 2.788 0.002 0.013 0.001
H -1.292 1.535 3.495 -0.006 0.004 -0.008
H -1.606 0.635 2.000 0.009 0.000 0.002
H -0.683 2.156 1.940 -0.006 0.003 0.005
C -1.716 -5.040 -2.633 0.027 -0.003 -0.017
C -0.631 -4.311 -1.885 -0.010 -0.012 -0.005
C -0.400 -4.568 -0.539 0.000 -0.012 0.010
C 0.619 -3.947 0.173 0.004 0.011 -0.037
C 0.802 -4.303 1.622 -0.015 -0.013 -0.001
C 1.474 -3.030 -0.475 0.042 0.055 -0.097
Te 3.085 -2.110 0.588 -0.028 -0.014 -0.028
C 1.252 -2.769 -1.845 -0.018 -0.078 0.068
C 2.167 -1.885 -2.656 0.020 -0.001 0.013
C 0.204 -3.404 -2.516 -0.012 0.003 0.014
H -2.577 -5.237 -1.992 -0.002 0.001 0.010
H -1.355 -6.005 -2.995 -0.005 0.002 -0.005
H -2.055 -4.469 -3.499 0.001 0.001 0.003
H -1.037 -5.283 -0.024 0.009 0.000 -0.001
H 0.033 -5.004 1.949 -0.001 0.002 -0.002
H 0.775 -3.414 2.254 0.004 -0.001 0.009
H 1.784 -4.750 1.786 0.004 0.003 0.002
H 2.004 -0.808 -2.511 0.044 0.009 0.017
H 2.031 -2.075 -3.721 -0.012 0.002 -0.006
H 3.207 -2.058 -2.382 0.008 0.015 -0.022
H 0.064 -3.204 -3.575 -0.009 0.006 0.003
I -4.134 -4.386 1.187 0.003 0.004 0.002
C -3.425 -2.951 -0.136 -0.023 0.017 0.002
C -4.036 -2.734 -1.359 0.002 -0.007 0.030
C -3.482 -1.794 -2.213 0.028 0.014 -0.038
C -2.354 -1.106 -1.804 -0.041 -0.048 -0.001
N -1.776 -1.300 -0.619 0.047 0.026 0.027
C -2.294 -2.216 0.193 -0.030 -0.018 -0.003
H -4.918 -3.292 -1.643 -0.001 0.000 0.000
H -3.918 -1.598 -3.183 -0.003 0.004 0.005
H -1.908 -0.354 -2.444 0.004 0.007 -0.003
H -1.793 -2.379 1.141 0.004 0.002 -0.011
I -6.850 1.336 0.965 -0.004 0.002 0.007
C -5.078 1.888 0.080 -0.044 -0.024 0.005
C -4.805 3.047 -0.601 0.020 0.018 -0.041
N -3.523 2.945 -1.007 0.000 -0.014 0.023
N -2.941 1.796 -0.631 -0.014 0.002 -0.010
C -3.885 1.145 0.030 0.032 0.016 0.021
H -5.413 3.908 -0.821 -0.001 0.003 0.004
H -2.990 3.622 -1.526 -0.003 0.003 0.006
H -3.693 0.172 0.453 0.001 0.002 -0.007
```
Positions in Å, forces in eV/Å.

Properties
Energy above the lowest of the compared OMol25 structures with the same formula, charge and spin ... 27.2 kcal/mol
Total energy ... -2497.77463 a.u.
HOMO level ... -6.4 eV
Lowest unoccupied orbital energy ... -0.114 eV


Molecular formula: C33H38BrCl2N5O2SW
Method: DFT, ωB97M-V/def2-TZVPD

Geometry as XYZ:
```
83
Properties=species:S:1:pos:R:3:forces:R:3
W 0.039 -0.656 0.288 -1.137 0.828 0.449
O -3.479 2.676 2.420 -0.219 0.011 -0.061
C -2.971 1.901 3.400 0.066 0.028 0.094
C -2.897 2.524 4.648 -0.052 -0.044 -0.113
C -2.354 1.868 5.725 0.071 -0.096 0.075
C -1.818 0.580 5.586 -0.074 0.144 0.058
C -1.837 -0.005 4.352 -0.059 -0.033 -0.225
C -2.447 0.597 3.221 0.056 -0.036 0.317
C -2.317 -0.061 1.952 0.014 0.137 -0.214
O 0.098 1.166 1.096 0.181 -0.214 -0.182
N -3.279 0.198 1.070 0.208 -0.363 0.337
N -2.990 -0.202 -0.275 -0.091 0.214 -0.278
C -1.684 0.525 -0.638 0.122 -0.059 -0.068
C -1.696 1.023 -2.063 -0.144 -0.071 -0.055
Br -0.102 1.967 -2.477 0.005 0.028 -0.019
C -2.658 1.078 -2.987 0.013 -0.095 0.053
C -4.084 0.663 -2.843 0.018 0.053 0.190
C -4.590 -0.487 -3.446 -0.006 0.027 -0.049
C -5.924 -0.837 -3.282 0.019 -0.006 -0.010
C -6.772 -0.041 -2.522 0.000 0.022 0.008
C -6.290 1.126 -1.946 -0.011 -0.023 -0.011
C -4.956 1.482 -2.112 0.071 -0.078 0.073
H -3.510 2.222 1.573 0.187 0.059 -0.002
H -3.291 3.527 4.735 0.003 0.007 0.004
H -2.324 2.361 6.688 -0.013 0.000 -0.001
H -1.385 0.076 6.438 0.021 -0.018 -0.018
H -1.403 -0.985 4.212 0.088 0.021 0.025
H -1.823 -4.126 2.817 0.404 -0.416 -0.067
H -4.263 0.375 1.259 0.010 0.161 -0.102
H -1.718 1.429 -0.030 -0.008 -0.036 0.011
H -2.413 1.568 -3.923 0.038 -0.059 -0.030
H -3.937 -1.093 -4.059 -0.011 0.001 0.000
H -6.309 -1.727 -3.764 -0.001 0.000 -0.001
H -7.812 -0.315 -2.405 0.001 0.001 0.000
H -6.956 1.775 -1.391 0.003 -0.003 0.000
H -4.583 2.413 -1.696 -0.006 0.000 -0.010
Cl -1.122 -3.065 2.367 -0.089 0.749 1.015
C -0.322 -4.049 1.125 -0.704 -0.765 -0.954
Cl 1.016 -3.229 0.459 0.371 -0.525 0.051
H -0.127 -5.032 1.547 0.429 0.069 0.014
H -0.818 -2.749 3.693 -0.388 0.136 -0.205
C -2.979 -1.699 -0.410 0.094 -0.221 -0.334
C -2.116 -2.168 -1.541 -0.088 -0.054 -0.007
C -2.622 -2.980 -2.567 -0.016 0.092 0.094
C -1.768 -3.435 -3.532 0.045 -0.029 -0.049
C -0.420 -3.026 -3.521 -0.068 -0.014 0.001
C 0.507 -3.411 -4.519 0.032 0.013 0.005
C 1.791 -2.950 -4.469 -0.029 -0.003 0.003
C 2.201 -2.081 -3.436 0.029 0.025 -0.007
C 1.332 -1.706 -2.445 -0.024 0.112 0.001
S 1.791 -0.595 -1.153 0.656 -0.152 -0.101
C 0.007 -2.193 -2.465 -0.050 0.036 -0.010
N -0.842 -1.832 -1.449 0.254 -0.113 0.217
H -4.013 -2.033 -0.506 0.025 0.036 -0.005
H -3.737 0.172 -0.889 -0.082 -0.033 0.078
H -2.522 -2.084 0.496 -0.142 0.150 0.202
H -3.671 -3.243 -2.573 0.006 -0.009 0.021
H -2.118 -4.092 -4.318 -0.005 0.008 -0.002
H 0.178 -4.064 -5.317 0.004 0.001 -0.002
H 2.503 -3.235 -5.231 -0.004 -0.002 -0.001
H 3.213 -1.696 -3.432 -0.002 -0.003 0.007
C 2.920 2.799 4.999 -0.011 -0.012 0.000
C 3.341 2.728 3.540 0.010 -0.001 0.003
N 2.250 2.272 2.668 -0.012 -0.026 -0.005
C 1.318 3.326 2.241 -0.029 0.043 0.006
C 1.608 3.804 0.828 0.011 0.008 -0.004
C 2.146 0.992 2.288 0.214 -0.041 0.115
C 3.215 0.001 2.663 -0.027 0.016 0.016
N 1.170 0.464 1.622 -0.116 0.154 -0.064
H 3.742 3.166 5.614 0.001 0.003 -0.006
H 2.631 1.814 5.369 0.003 0.004 0.003
H 2.074 3.474 5.133 -0.004 -0.004 0.000
H 4.206 2.082 3.425 0.010 -0.026 -0.025
H 3.647 3.711 3.180 -0.009 -0.003 -0.004
H 1.441 4.145 2.949 0.008 -0.008 0.010
H 0.294 2.974 2.336 0.029 0.035 0.012
H 2.642 4.139 0.736 0.000 0.014 -0.001
H 0.959 4.643 0.573 -0.005 0.001 -0.004
H 1.432 3.005 0.108 0.021 0.022 0.012
H 4.173 0.283 2.229 -0.006 0.008 -0.012
H 2.940 -0.979 2.282 0.000 0.000 0.008
H 3.333 -0.061 3.745 0.008 0.017 0.000
H -0.025 -1.587 1.871 -0.115 0.203 -0.275
```
Positions in Å, forces in eV/Å.

Properties
Energy above the lowest of the compared OMol25 structures with the same formula, charge and spin ... 347.8 kcal/mol
Total energy ... -5663.25526 a.u.
HOMO level (alpha / beta) ... -11.6 / -12.4 eV
Lowest unoccupied orbital energy (alpha / beta) ... -6.351 / -6.220 eV
Total charge ... +2


Molecular formula: C33H38ClCrNO2PS6Si
Method: DFT, ωB97M-V/def2-TZVPD

Geometry as XYZ:
```
84
Properties=species:S:1:pos:R:3:forces:R:3
Cr 0.017 -0.023 0.615 -0.144 0.205 -0.515
C -1.729 0.466 -3.234 -0.053 -0.077 0.056
C -0.345 -0.002 -3.683 0.036 0.048 0.091
S 0.887 -0.415 -2.402 -0.022 -0.055 -0.012
C 1.035 -2.212 -2.657 0.018 0.082 -0.025
C 0.869 -3.042 -1.393 -0.048 0.012 0.051
S -0.491 -2.616 -0.289 -0.081 0.171 0.107
C -1.983 -3.054 -1.208 0.072 0.089 -0.024
C -2.415 -2.154 -2.366 -0.059 0.072 -0.037
S -2.540 -0.415 -1.878 0.022 -0.009 0.048
H -1.674 1.484 -2.850 -0.014 0.033 -0.068
H -2.383 0.484 -4.108 0.017 0.004 -0.011
H -0.424 -0.876 -4.328 0.007 0.017 -0.028
H 0.089 0.792 -4.291 -0.013 -0.006 -0.015
H 0.304 -2.501 -3.409 0.032 -0.017 -0.020
H 2.026 -2.412 -3.068 -0.016 -0.030 0.006
H 0.774 -4.098 -1.656 0.011 0.002 0.014
H 1.751 -2.933 -0.763 0.037 -0.026 0.003
H -1.855 -4.077 -1.568 -0.050 -0.028 0.033
H -2.763 -3.070 -0.444 -0.009 -0.001 -0.006
H -1.732 -2.241 -3.207 0.011 -0.003 0.009
H -3.396 -2.490 -2.707 0.041 -0.057 -0.044
C -1.003 6.448 1.606 -0.017 0.008 -0.005
Si -0.092 5.513 0.268 0.078 -0.009 0.005
C 1.380 6.508 -0.321 -0.023 0.002 -0.006
C -1.238 5.188 -1.166 -0.002 -0.074 0.010
C 0.612 3.957 1.090 -0.064 0.009 -0.043
C 1.489 4.148 2.151 0.024 -0.038 0.029
C 2.033 3.086 2.867 -0.006 0.023 -0.033
C 1.668 1.810 2.511 0.014 -0.061 0.069
N 0.831 1.598 1.493 -0.029 0.057 0.013
C 0.322 2.621 0.781 -0.028 0.082 0.022
S -0.677 1.995 -0.497 -0.032 -0.198 0.139
H -1.440 7.364 1.204 -0.004 0.022 0.000
H -0.340 6.728 2.427 0.012 -0.001 0.018
H -1.810 5.843 2.022 -0.015 -0.012 0.002
H 1.058 7.457 -0.753 -0.008 0.021 -0.009
H 1.934 5.961 -1.087 0.012 -0.007 -0.013
H 2.071 6.733 0.493 0.017 0.005 0.015
H -1.589 6.144 -1.562 0.004 0.033 -0.002
H -2.105 4.600 -0.864 -0.025 0.008 0.000
H -0.735 4.648 -1.969 0.007 0.006 -0.025
H 1.763 5.158 2.436 -0.003 0.018 0.026
H 2.715 3.244 3.689 0.004 0.005 0.015
H 2.038 0.940 3.033 -0.015 0.005 -0.024
S -1.027 0.733 4.892 0.005 0.059 0.096
P -2.089 -0.434 3.741 0.111 0.097 -0.065
S -2.014 0.005 1.720 -0.338 -0.203 -0.010
C -3.881 -0.368 4.077 0.045 0.086 0.084
C -4.269 -0.191 5.402 0.003 0.033 -0.004
C -5.611 -0.211 5.746 -0.012 -0.006 -0.002
C -6.576 -0.400 4.767 0.005 0.010 0.010
C -6.194 -0.569 3.444 -0.009 -0.003 -0.011
C -4.851 -0.555 3.098 0.024 -0.038 -0.023
C -1.719 -2.190 4.062 0.021 0.031 -0.062
C -1.736 -3.137 3.050 0.020 -0.025 -0.046
C -1.453 -4.467 3.326 -0.009 -0.002 0.026
C -1.178 -4.858 4.627 -0.008 -0.006 -0.016
C -1.188 -3.918 5.649 0.007 0.012 0.021
C -1.451 -2.587 5.370 0.078 -0.003 -0.021
H -3.513 -0.019 6.159 0.009 0.012 0.003
H -5.903 -0.071 6.778 -0.004 0.004 0.009
H -7.624 -0.409 5.034 -0.010 -0.004 0.000
H -6.943 -0.707 2.676 -0.008 0.000 -0.006
H -4.559 -0.680 2.064 -0.005 -0.009 -0.009
H -1.949 -2.827 2.038 -0.019 0.024 -0.059
H -1.443 -5.191 2.521 0.008 -0.014 -0.001
H -0.952 -5.894 4.847 -0.001 -0.009 0.001
H -0.974 -4.219 6.667 0.013 -0.003 0.002
H -1.416 -1.844 6.157 -0.019 0.007 0.010
Cl 3.130 -2.506 7.260 0.009 0.001 0.021
C 2.941 -2.284 5.547 -0.016 0.006 -0.050
C 3.890 -2.817 4.685 0.020 0.012 0.014
C 3.734 -2.637 3.323 -0.034 -0.001 -0.009
C 2.636 -1.940 2.823 0.083 -0.044 0.078
C 1.692 -1.431 3.705 -0.057 -0.021 -0.059
C 1.845 -1.585 5.073 0.024 -0.075 0.036
C 2.548 -1.743 1.343 0.028 0.047 -0.186
O 3.381 -2.214 0.592 -0.018 -0.025 0.024
O 1.539 -1.036 0.900 0.349 -0.273 0.343
H 4.740 -3.353 5.082 0.002 -0.020 0.011
H 4.457 -3.030 2.623 0.018 0.005 0.006
H 0.822 -0.899 3.339 0.042 -0.012 0.034
H 1.119 -1.167 5.754 -0.052 0.019 -0.005
```
Positions in Å, forces in eV/Å.

Properties
Energy above the lowest of the compared OMol25 structures with the same formula, charge and spin ... 5.2 kcal/mol
Total energy ... -6010.36133 a.u.
HOMO level (alpha / beta) ... -8.1 / -8.1 eV
Lowest unoccupied orbital energy (alpha / beta) ... -0.947 / -0.057 eV
Multiplicity ... 4


> The highest energy above the lowest of the compared OMol25 structures with the same formula, charge and spin belongs to which entry?

C33H38BrCl2N5O2SW


> Look up the energy above the lowest of the compared OMol25 structures with the same formula, charge and spin of the second one.

347.8 kcal/mol


> energy above the lowest of the compared OMol25 structures with the same formula, charge and spin of number 3 (C33H38ClCrNO2PS6Si)?

5.2 kcal/mol